13
Properties=species:S:1:pos:R:3:forces:R:3:mulliken_charge:R:1 method="wB97M-V/def2-TZVPD" total_charge=0 largest_force_ev_per_a=4.972 homo_lumo_gap_ev=8.123 energy_ha=-282.54999
C 0.896 0.019 0.219 -0.90 0.41 0.03 -0.01
C -1.284 -0.768 -0.499 -1.11 1.02 -0.21 0.13
C -2.060 -1.670 -1.087 -1.69 0.98 0.28 -0.86
H 1.175 2.464 2.201 1.82 -1.16 -4.48 0.23
H 2.987 1.432 0.632 -3.60 1.60 0.95 0.17
H 1.930 -0.339 0.209 0.17 0.49 0.34 0.19
H 0.388 -1.906 -0.265 0.32 -0.47 -0.14 0.19
H -1.596 0.270 -0.264 -0.01 -0.93 -0.17 0.28
H -1.739 -2.641 -1.342 0.52 -0.98 -0.19 0.28
H -3.135 -1.471 -1.252 0.88 0.05 0.02 0.22
N 1.537 2.155 0.807 0.82 -0.91 3.30 -0.58
N 0.543 1.223 0.544 1.53 -1.53 -0.25 -0.11
N 0.017 -0.991 -0.168 1.24 1.42 0.52 -0.14

45
Properties=species:S:1:pos:R:3:forces:R:3:mulliken_charge:R:1 method="wB97M-V/def2-TZVPD" total_charge=+2 s2=3.764 largest_force_ev_per_a=4.485 homo_lumo_gap_ev="8.579 / 3.828" energy_ha=-3399.80189 multiplicity=4
Ni -18.796 -8.817 -11.922 -0.06 -0.25 -3.31 1.08
O -18.718 -9.820 -13.535 -0.61 0.30 1.14 -0.58
H -18.233 -10.305 -14.230 -0.01 0.60 1.35 0.33
C -14.824 -9.866 -15.867 1.83 0.00 -0.33 -1.43
C -15.669 -9.295 -14.783 -0.80 -1.27 0.27 0.74
O -15.259 -7.994 -14.431 -0.71 3.00 0.69 -0.24
C -16.097 -7.198 -13.695 -0.22 -2.24 -0.91 0.24
O -17.062 -7.633 -13.079 1.03 0.98 -0.34 -0.30
C -15.703 -5.679 -13.732 1.22 0.72 0.04 0.79
F -16.539 -4.836 -14.323 -0.75 -0.87 -1.08 -0.20
F -15.665 -5.262 -12.499 0.15 -0.15 1.92 -0.24
F -14.493 -5.497 -14.259 -0.32 -0.55 -0.26 -0.23
H -14.653 -9.106 -16.629 -0.05 -0.14 -0.23 0.36
H -15.166 -10.800 -16.313 -0.73 0.20 0.06 0.33
H -13.840 -10.177 -15.517 0.15 0.37 0.20 0.40
H -15.626 -9.906 -13.881 -0.42 -0.15 -0.07 0.32
H -16.668 -9.243 -15.217 -0.51 0.15 0.59 -0.48
C -18.993 -11.530 -16.446 -1.10 -0.15 -0.48 -0.96
C -18.600 -10.865 -17.756 0.90 -3.08 1.48 -0.20
O -18.962 -9.488 -17.622 2.28 3.39 -1.09 -0.14
C -18.078 -8.524 -17.918 -1.64 -3.60 0.16 0.62
O -16.974 -8.739 -18.477 -1.10 0.52 0.64 -0.09
C -18.611 -7.138 -17.496 -1.04 3.12 -0.16 0.84
F -19.574 -7.242 -16.627 -0.69 -1.17 0.10 -0.15
F -17.710 -6.386 -16.921 1.52 -0.21 -0.11 -0.21
F -19.065 -6.507 -18.580 0.37 -0.90 0.05 -0.19
H -20.066 -11.414 -16.290 0.01 0.39 0.43 0.38
H -18.399 -11.181 -15.601 -0.16 -0.26 -0.32 0.00
H -18.918 -12.610 -16.574 0.53 -0.04 0.06 0.45
H -19.087 -11.420 -18.558 -0.15 0.95 -0.39 0.38
H -17.526 -11.052 -17.772 0.21 0.81 -0.81 0.26
C -19.673 -4.300 -13.122 0.87 0.01 -0.42 -0.86
C -20.419 -4.944 -11.986 0.74 0.55 -0.12 -0.11
O -21.580 -5.576 -12.531 -1.43 -3.36 -1.28 -0.27
C -21.503 -6.895 -12.988 0.64 4.40 0.57 0.24
O -20.546 -7.597 -12.796 0.77 -1.26 0.68 -0.33
C -22.638 -7.337 -13.975 -1.30 0.65 0.12 0.80
F -23.497 -6.287 -14.307 2.11 -2.40 0.42 -0.21
F -22.047 -7.895 -15.066 -0.71 1.09 0.82 -0.17
F -23.330 -8.307 -13.362 0.14 0.67 -0.43 -0.22
H -18.744 -3.869 -12.747 0.09 -0.06 0.08 0.38
H -20.187 -3.479 -13.620 -0.38 -0.19 0.22 0.35
H -19.407 -5.038 -13.879 0.07 -0.06 -0.09 0.07
H -20.690 -4.132 -11.312 -0.71 -0.50 0.17 0.30
H -19.811 -5.661 -11.435 -0.01 -0.02 -0.04 0.17

29
Properties=species:S:1:pos:R:3:forces:R:3:mulliken_charge:R:1 method="wB97M-V/def2-TZVPD" total_charge=0 largest_force_ev_per_a=8.991 homo_lumo_gap_ev=7.496 energy_ha=-832.82280
N -4.527 2.880 2.873 5.25 -5.04 -3.22 -0.78
O 0.562 0.483 -4.413 -1.83 0.72 -3.84 -0.46
O -2.539 0.183 3.922 -0.31 -0.49 0.45 -0.67
N 0.995 1.132 -3.523 0.42 -1.54 1.21 -0.25
N -3.739 2.120 2.381 -6.00 5.42 3.92 0.73
O 0.278 -2.603 0.704 0.18 0.04 -0.23 -0.60
C -2.267 0.237 2.735 0.81 0.56 1.11 0.27
C -2.908 1.267 1.905 1.87 -1.03 -2.39 0.24
C -2.409 1.432 0.548 0.41 -0.13 -0.84 -0.54
C -1.414 0.647 0.029 -0.57 0.25 0.32 -0.51
C -1.156 -0.546 2.158 0.23 0.16 -2.85 -0.21
C -0.775 -0.409 0.801 -1.22 0.15 2.60 -0.11
N 1.248 0.230 -2.559 0.86 0.80 1.57 0.35
C 0.284 -1.290 0.143 -0.39 0.43 1.23 0.36
C 2.494 0.440 -1.828 -0.58 -1.74 0.60 -0.60
C 1.680 -0.689 0.373 0.64 0.53 -0.28 -0.73
C 2.601 -0.772 -0.870 0.62 0.67 0.75 -0.94
H -0.592 -3.019 0.612 0.21 0.35 -0.07 0.38
H -2.832 2.197 -0.114 0.02 -0.22 0.47 0.38
H -1.093 0.828 -1.001 -0.10 -0.12 0.34 0.33
H -0.659 -1.241 2.835 -0.26 0.08 -0.24 0.45
H 1.069 -0.722 -2.936 0.39 0.78 0.34 0.25
H 0.070 -1.309 -0.920 -0.09 -0.14 -0.25 0.33
H 3.332 0.444 -2.516 0.25 0.01 -0.15 0.38
H 2.483 1.376 -1.287 -0.15 0.20 0.13 0.32
H 1.633 0.384 0.626 -0.36 -0.34 0.03 0.35
H 2.136 -1.165 1.259 -0.26 -0.05 -0.46 0.51
H 2.397 -1.709 -1.375 0.07 -0.18 -0.41 0.40
H 3.650 -0.808 -0.562 -0.11 -0.15 0.16 0.36

7
Properties=species:S:1:pos:R:3:forces:R:3:mulliken_charge:R:1 method="wB97M-V/def2-TZVPD" total_charge=-1 largest_force_ev_per_a=3.530 homo_lumo_gap_ev="8.904 / 8.903" energy_ha=-336.69194
C -0.535 0.038 1.013 0.27 -0.35 0.79 -0.11
C 1.599 -0.294 0.005 0.25 -1.63 -0.25 0.67
N 0.918 -1.286 -0.126 -0.80 1.38 0.61 -0.72
N -1.253 0.233 -0.016 -0.20 0.83 1.50 0.22
O -2.319 0.931 -0.226 -0.73 0.41 0.30 -0.75
O 2.401 0.573 0.103 0.22 0.87 0.09 -0.57
H -0.810 -0.195 -0.753 0.99 -1.51 -3.03 0.26

77
Properties=species:S:1:pos:R:3:forces:R:3:mulliken_charge:R:1 method="wB97M-V/def2-TZVPD" total_charge=+2 largest_force_ev_per_a=3.610 homo_lumo_gap_ev="6.898 / 6.898" energy_ha=-3417.29607
P 1.031 1.437 -5.708 -0.13 0.24 -0.66 2.48
C 2.764 1.587 -6.229 0.47 -0.15 0.16 -0.08
C 3.219 0.953 -7.401 -0.31 0.17 0.11 -0.03
H 2.616 0.169 -7.866 0.14 0.38 0.02 0.30
C 4.427 1.336 -7.982 0.07 0.03 0.23 -0.74
H 4.730 0.887 -8.925 0.00 0.04 0.24 0.43
C 5.233 2.296 -7.364 -0.35 -0.06 0.10 -0.49
H 6.172 2.601 -7.827 -0.25 -0.07 0.14 0.41
C 4.832 2.857 -6.148 -0.11 -0.16 0.12 -0.70
H 5.466 3.585 -5.644 -0.13 -0.20 -0.12 0.41
C 3.612 2.498 -5.570 -0.16 0.00 -0.22 -0.31
H 3.300 2.937 -4.618 0.12 0.02 -0.36 0.36
C 0.335 0.081 -6.680 -0.30 -0.13 -0.18 0.26
C 0.649 -1.233 -6.308 -0.04 -0.21 -0.17 -0.42
H 1.178 -1.424 -5.374 -0.02 0.06 -0.23 0.49
C 0.295 -2.302 -7.138 -0.05 0.36 0.21 -0.74
H 0.561 -3.316 -6.844 -0.08 0.20 -0.13 0.47
C -0.386 -2.056 -8.330 0.04 0.00 -0.08 -0.61
H -0.647 -2.885 -8.990 0.08 0.23 0.19 0.42
C -0.728 -0.752 -8.692 -0.06 0.04 0.10 -0.66
H -1.256 -0.553 -9.626 0.12 -0.12 0.29 0.44
C -0.386 0.315 -7.864 0.19 0.03 0.25 -0.53
H -0.670 1.334 -8.128 0.14 -0.25 -0.04 0.39
C 0.247 2.969 -6.274 0.21 0.54 -0.05 -0.18
C 0.829 3.699 -7.333 -0.18 -0.35 0.12 -0.36
H 1.852 3.476 -7.645 -0.45 -0.03 -0.08 0.27
C 0.104 4.704 -7.968 -0.02 -0.03 0.19 -0.63
H 0.552 5.222 -8.819 -0.23 -0.09 0.34 0.43
C -1.181 5.026 -7.515 0.12 -0.11 -0.02 -0.56
H -1.756 5.789 -8.042 0.13 -0.22 0.23 0.40
C -1.704 4.398 -6.380 0.13 -0.01 0.04 -0.76
H -2.685 4.685 -5.994 0.39 -0.02 -0.11 0.43
C -0.975 3.395 -5.732 -0.07 -0.01 -0.32 -0.23
H -1.345 2.972 -4.794 0.07 0.00 -0.36 0.59
Sn 0.097 0.037 -0.125 0.16 0.98 -1.13 1.43
C -1.649 -0.792 -1.051 -0.74 -0.49 0.15 -1.60
C -2.122 -0.892 -2.303 0.11 0.60 1.09 0.63
H -2.249 -1.175 -0.209 0.15 -0.11 -0.52 0.00
C -1.471 -0.194 -3.524 0.56 0.24 -1.80 0.89
O -2.422 0.830 -3.916 -0.41 -0.38 -0.33 -0.68
H -2.228 1.140 -4.821 0.06 -0.34 0.53 0.32
C -0.167 0.465 -3.328 -0.66 -0.95 3.42 -0.36
H -1.339 -0.934 -4.339 -0.42 -0.12 0.20 -0.04
C 0.755 1.138 -3.962 1.35 0.72 -0.08 -0.88
Cl -0.567 -0.259 2.158 0.14 0.01 -0.40 -0.43
Cl 2.021 1.493 -0.144 -0.52 -0.61 -0.02 -0.43
P 1.493 -2.148 -0.068 0.34 0.23 0.11 0.68
C 2.289 -2.425 1.542 -0.01 -0.01 -0.05 -1.19
H 1.519 -2.510 2.322 0.25 0.02 -0.25 0.36
H 2.944 -1.574 1.779 -0.20 -0.25 -0.08 0.35
H 2.882 -3.350 1.490 -0.14 0.28 0.08 0.42
C 0.532 -3.639 -0.443 -0.14 -0.08 -0.04 -1.10
H -0.056 -3.485 -1.359 0.20 -0.06 0.23 0.22
H -0.151 -3.860 0.389 0.21 0.05 -0.23 0.33
H 1.225 -4.481 -0.586 -0.26 0.19 0.06 0.45
C 2.798 -2.045 -1.319 0.08 -0.16 -0.08 -0.95
H 3.484 -1.223 -1.072 -0.21 -0.23 -0.07 0.36
H 2.353 -1.856 -2.307 0.13 -0.03 0.30 0.13
H 3.341 -3.001 -1.334 -0.03 0.30 -0.06 0.44
P -3.781 -1.684 -2.440 1.09 0.61 0.19 1.56
C -4.163 -2.562 -0.917 -0.14 -0.26 0.21 -1.29
C -3.713 -2.846 -3.800 -0.19 -0.08 -0.17 -1.29
H -4.161 -1.886 -0.053 -0.07 -0.10 -0.30 0.46
H -3.453 -3.376 -0.724 -0.11 0.22 -0.15 0.38
H -5.167 -2.999 -0.998 0.18 0.11 -0.08 0.41
H -3.255 -2.358 -4.668 -0.15 -0.10 0.12 0.34
H -4.725 -3.180 -4.055 0.22 0.01 -0.01 0.45
H -3.105 -3.712 -3.509 -0.12 0.21 -0.06 0.40
C -4.998 -0.390 -2.681 -0.18 0.02 -0.22 -1.23
H -5.248 0.061 -1.713 0.07 -0.14 -0.21 0.41
H -5.899 -0.809 -3.144 0.10 0.14 0.14 0.44
H -4.542 0.367 -3.330 -0.21 -0.19 0.11 0.29
H 1.541 1.617 -3.342 -0.10 -0.28 -0.53 0.19
N -1.119 2.050 0.001 0.09 0.03 -0.04 -0.65
H -1.691 2.148 -0.842 0.22 0.09 0.23 0.25
H -0.491 2.860 0.083 -0.33 -0.37 -0.02 0.29
H -1.728 2.008 0.821 0.16 0.15 -0.17 0.29